ORCA calculation (the ωB97M-V functional and the def2-TZVPD basis) on a cluster of 2 separate species, C5H10O2 in total.

- maximum force (eV/A) = 0.5
- E_HOMO (eV) = -9.8
- LUMO (eV) = 0.650
- SMILES = C=CCC=O.CO

Each line ends with the natural charge from an NBO analysis.
Cartesian coordinates (Å):
C 0.161 -0.929 -1.498  -0.357
C -0.937 -0.181 -1.441  -0.203
C -1.921 -0.254 -0.300  -0.552
C -1.654 0.899 0.634  0.472
O -0.999 0.811 1.650  -0.551
H 0.863 -0.837 -2.317  0.201
H 0.417 -1.632 -0.714  0.218
H -1.137 0.551 -2.217  0.201
H -2.946 -0.197 -0.686  0.229
H -1.792 -1.185 0.257  0.235
H -2.060 1.882 0.324  0.114
C 2.233 0.446 0.894  -0.248
O 1.481 -0.669 1.313  -0.745
H 3.124 0.070 0.382  0.176
H 2.559 1.065 1.742  0.163
H 1.682 1.087 0.189  0.159
H 0.630 -0.329 1.632  0.488